(1)
This record from the Open Molecules 2025 dataset describes an isolated molecule of C5H7N. The level of theory is the ωB97M-V functional and the def2-TZVPD basis.

The geometry in XYZ format:
```
13
Properties=species:S:1:pos:R:3:lowdin_charge:R:1
C 1.88 0.57 -0.39 -0.13
H -1.48 -2.06 0.40 0.08
C 2.77 -0.19 -0.10 0.10
C 0.65 1.35 -0.59 -0.26
H -2.83 -1.01 0.87 0.07
C -1.74 -1.07 0.80 -0.08
H 3.56 -0.86 0.17 0.02
C -1.11 -0.06 -0.10 -0.24
H -1.28 -0.17 -1.19 0.12
N -0.28 0.77 0.36 0.02
H 0.83 2.41 -0.37 0.11
H 0.32 1.27 -1.64 0.11
H -1.29 -0.96 1.79 0.08
```

Calculated values
- Kohn-Sham gap: 0.4037 Eh
- Total energy: -249.37375 hartree
- Structure (SMILES): C#CC/N=C/C
- Net charge: 0
- Maximum force: 0.011 Eh/bohr
- HOMO level: -9.8 eV

=====

(2)
This record from the Open Molecules 2025 dataset describes an isolated molecule of C5H7N in a non-equilibrium geometry. The level of theory is the ωB97M-V functional and the def2-TZVPD basis.

The geometry in XYZ format:
```
13
Properties=species:S:1:pos:R:3:lowdin_charge:R:1
H -2.01 0.64 0.81 0.10
H 0.65 -0.33 -1.48 0.13
C -0.46 -0.94 0.38 -0.14
H -1.89 0.11 -0.88 0.11
C -1.33 0.28 0.04 -0.18
H -0.82 -1.93 0.08 0.11
H -0.22 -0.97 1.44 0.12
C -0.05 1.11 -0.20 -0.14
N 3.13 -0.66 0.51 0.13
H -0.10 1.81 -1.06 0.11
C 2.06 -0.51 0.09 -0.18
C 0.70 -0.25 -0.40 -0.29
H 0.32 1.65 0.67 0.11
```

Calculated values
- Kohn-Sham gap: 0.4435 Eh
- Total energy: -249.43271 hartree
- Structure (SMILES): N#CC1CCC1
- Net charge: 0
- Maximum force: 0.035 Eh/bohr
- HOMO level: -11.1 eV

=====

(3)
This record from the Open Molecules 2025 dataset describes an isolated molecule of C5H7N in a non-equilibrium geometry. The level of theory is the ωB97M-V functional and the def2-TZVPD basis.

The geometry in XYZ format:
```
13
Properties=species:S:1:pos:R:3:lowdin_charge:R:1
C 0.14 -0.97 0.25 -0.03
H -2.56 -0.73 -0.37 0.12
C 1.64 -0.61 -0.02 -0.13
H 2.01 -0.87 -1.12 0.16
C -0.55 0.17 0.15 -0.41
H -2.62 0.71 0.88 0.12
H -0.18 -2.01 0.34 0.10
C -2.00 0.26 -0.05 -0.07
H 2.16 1.71 -0.05 0.11
C 1.46 0.87 -0.01 -0.19
H -2.18 1.02 -0.78 0.05
H 2.42 -0.85 0.67 0.09
N 0.27 1.29 0.11 0.09
```

Calculated values
- Kohn-Sham gap: 0.3615 Eh
- Total energy: -249.41342 hartree
- Structure (SMILES): CC1=CCC=N1
- Net charge: 0
- Maximum force: 0.078 Eh/bohr
- HOMO level: -8.8 eV

=====

(4)
This record from the Open Molecules 2025 dataset describes an isolated molecule of C5H7N. The level of theory is the ωB97M-V functional and the def2-TZVPD basis.

The geometry in XYZ format:
```
13
Properties=species:S:1:pos:R:3:lowdin_charge:R:1
H 0.65 -2.16 -0.08 0.13
H -0.81 1.35 1.18 0.09
N 1.09 -0.09 -0.77 -0.01
H 2.47 -0.57 0.77 0.11
H -1.81 -1.19 -0.27 0.12
C -1.10 0.90 0.24 -0.10
H 1.19 0.63 1.31 0.10
C 1.46 -0.18 0.64 -0.11
C -0.24 0.56 -0.95 -0.20
H -2.04 1.28 -0.15 0.11
C 0.45 -1.11 0.09 -0.22
C -0.95 -0.53 -0.14 -0.16
H -0.35 1.11 -1.87 0.13
```

Calculated values
- Kohn-Sham gap: 0.3705 Eh
- Total energy: -249.33302 hartree
- Structure (SMILES): C1[C@H]2[C@@H]1N1C[C@@H]21
- Net charge: 0
- Maximum force: 0.012 Eh/bohr
- HOMO level: -8.9 eV

=====

(5)
This record from the Open Molecules 2025 dataset describes an isolated molecule of C5H7N in a non-equilibrium geometry. The level of theory is the ωB97M-V functional and the def2-TZVPD basis.

The geometry in XYZ format:
```
13
Properties=species:S:1:pos:R:3:lowdin_charge:R:1
H -1.92 1.11 1.65 0.08
H -0.58 0.48 2.56 0.08
N -0.99 -1.11 0.13 0.02
C -0.47 0.05 0.36 -0.34
C 0.62 0.39 -0.59 -0.09
C 0.80 -1.19 -1.35 -0.13
H -0.36 1.92 1.44 0.06
H 0.27 0.84 -1.50 0.09
C -0.61 -1.63 -1.08 -0.03
C -0.84 0.95 1.61 -0.02
H 1.59 -1.79 -0.95 0.08
H 1.44 0.90 0.07 0.14
H 1.06 -0.91 -2.34 0.06
```

Calculated values
- Kohn-Sham gap: 0.2919 Eh
- Total energy: -249.31151 hartree
- Net charge: 0
- Maximum force: 0.070 Eh/bohr
- HOMO level: -8.1 eV

=====

(6)
This record from the Open Molecules 2025 dataset describes an isolated molecule of C5H7N in a non-equilibrium geometry. The level of theory is the ωB97M-V functional and the def2-TZVPD basis.

The geometry in XYZ format:
```
13
Properties=species:S:1:pos:R:3:lowdin_charge:R:1
H 0.35 -1.48 1.03 0.14
C 1.66 -0.73 0.12 -0.04
N -3.44 0.44 0.29 0.12
H 1.47 1.38 0.64 0.06
H 2.18 0.75 -0.89 0.07
H -3.98 0.05 -0.48 0.06
C -0.95 0.00 -0.12 -0.09
H 0.12 -1.73 -0.69 0.08
C 0.22 -0.99 0.03 -0.28
C -2.29 0.05 -0.03 -0.19
H -0.67 0.91 -0.78 0.13
H 3.19 0.67 0.70 0.10
C 2.14 0.69 0.16 -0.15
```

Calculated values
- Kohn-Sham gap: 0.3245 Eh
- Total energy: -249.24959 hartree
- Net charge: 0
- Maximum force: 0.081 Eh/bohr
- HOMO level: -8.3 eV

=====

(7)
This record from the Open Molecules 2025 dataset describes an isolated molecule of C5H7N. The level of theory is the ωB97M-V functional and the def2-TZVPD basis.

The geometry in XYZ format:
```
13
Properties=species:S:1:pos:R:3:lowdin_charge:R:1
C 1.89 -0.01 0.14 0.05
N -0.23 -1.09 0.56 -0.01
H -0.04 2.21 0.88 0.11
C 0.63 0.04 0.57 -0.39
H -1.94 -1.29 -0.75 0.11
C -0.30 1.20 0.57 -0.04
H 2.46 0.88 -0.07 0.05
H -0.46 -0.50 -1.42 0.12
H -2.25 1.37 -0.38 0.10
C -1.39 0.79 -0.07 -0.06
H 0.28 -1.93 0.29 0.11
H 2.32 -0.98 -0.11 0.06
C -1.11 -0.63 -0.53 -0.21
```

Calculated values
- Kohn-Sham gap: 0.3512 Eh
- Total energy: -249.40593 hartree
- Structure (SMILES): C=C1C=CCN1
- Net charge: 0
- Maximum force: 0.011 Eh/bohr
- HOMO level: -8.4 eV

=====

(8)
This record from the Open Molecules 2025 dataset describes an isolated molecule of C5H7N. The level of theory is the ωB97M-V functional and the def2-TZVPD basis.

The geometry in XYZ format:
```
13
Properties=species:S:1:pos:R:3:lowdin_charge:R:1
C -0.71 -1.03 -0.86 -0.04
C 1.27 -0.54 0.62 -0.11
H -1.41 -1.51 -0.17 0.08
H -1.98 2.77 1.24 0.03
C -1.34 2.00 0.86 0.12
H 1.72 -0.11 1.52 0.11
H -0.03 -1.78 -1.27 0.09
C -0.64 1.13 0.43 -0.07
H 1.24 -1.63 0.68 0.11
N 1.42 0.14 -0.68 0.06
H -1.26 -0.57 -1.69 0.09
C 0.09 -0.01 -0.10 -0.57
H 1.69 1.13 -0.60 0.11
```

Calculated values
- Kohn-Sham gap: 0.3787 Eh
- Total energy: -249.36180 hartree
- Structure (SMILES): C#C[C@]1(C)CN1
- Net charge: 0
- Maximum force: 0.019 Eh/bohr
- HOMO level: -9.2 eV

=====

(9)
This record from the Open Molecules 2025 dataset describes an isolated molecule of C5H7N. The level of theory is the ωB97M-V functional and the def2-TZVPD basis.

The geometry in XYZ format:
```
13
Properties=species:S:1:pos:R:3:lowdin_charge:R:1
H 0.89 -1.22 -1.28 0.12
C 0.50 -0.52 -0.55 -0.09
C 2.74 0.05 0.06 -0.25
C -1.56 0.51 0.54 -0.12
H -1.36 -1.47 -0.28 0.12
C -0.99 -0.46 -0.49 -0.25
H -1.24 0.25 1.54 0.08
N 3.88 -0.04 -0.04 0.14
C 1.35 0.18 0.20 -0.12
H -1.36 -0.20 -1.48 0.12
H 1.02 0.90 0.94 0.10
H -1.24 1.53 0.32 0.08
H -2.64 0.49 0.51 0.07
```

Calculated values
- Kohn-Sham gap: 0.3997 Eh
- Total energy: -249.44564 hartree
- Structure (SMILES): CC/C=C/C#N
- Net charge: 0
- Maximum force: 0.018 Eh/bohr
- HOMO level: -10.1 eV

=====

(10)
This record from the Open Molecules 2025 dataset describes an isolated molecule of C5H7N in a non-equilibrium geometry. The level of theory is the ωB97M-V functional and the def2-TZVPD basis.

The geometry in XYZ format:
```
13
Properties=species:S:1:pos:R:3:lowdin_charge:R:1
C 0.34 0.19 -0.24 -0.32
H 2.37 -0.15 -0.96 0.07
C -0.01 -1.14 -0.25 -0.08
C -0.70 0.93 0.34 -0.06
H -1.80 -2.01 0.69 0.14
H 0.57 -2.04 -0.26 0.11
H -0.81 2.00 0.42 0.10
H 2.14 1.27 0.06 0.07
H 1.59 1.31 -1.59 0.07
N -1.24 -1.23 0.41 0.00
C -1.64 0.02 0.76 -0.15
C 1.69 0.65 -0.72 -0.06
H -2.51 0.20 1.35 0.10
```

Calculated values
- Kohn-Sham gap: 0.3379 Eh
- Total energy: -249.46070 hartree
- Structure (SMILES): Cc1cc[nH]c1
- Net charge: 0
- Maximum force: 0.036 Eh/bohr
- HOMO level: -8.1 eV

=====

(11)
This record from the Open Molecules 2025 dataset describes a cluster of 2 separate species, C5H7N in total in a non-equilibrium geometry. The level of theory is the ωB97M-V functional and the def2-TZVPD basis.

The geometry in XYZ format:
```
13
Properties=species:S:1:pos:R:3:lowdin_charge:R:1
C -2.04 0.65 -0.22 -0.16
H 2.18 1.07 0.21 0.08
C 0.30 0.07 0.03 -0.36
H -0.79 0.82 1.20 0.29
H -2.53 -1.53 -0.24 0.08
C -0.65 1.19 -0.24 -0.12
C 1.80 0.08 -0.04 -0.04
C -1.81 -0.72 -0.19 -0.23
H 2.14 -0.16 -1.06 0.09
H -0.09 -2.00 0.04 0.16
N -0.46 -1.06 -0.07 0.03
H 2.27 -0.65 0.65 0.08
H -0.33 2.23 -0.06 0.10
```

Calculated values
- Kohn-Sham gap: 0.2832 Eh
- Total energy: -249.28987 hartree
- Net charge: 0
- Maximum force: 0.109 Eh/bohr
- HOMO level: -7.4 eV

=====

(12)
This record from the Open Molecules 2025 dataset describes an isolated molecule of C5H7N in a non-equilibrium geometry. The level of theory is the ωB97M-V functional and the def2-TZVPD basis.

The geometry in XYZ format:
```
13
Properties=species:S:1:pos:R:3:lowdin_charge:R:1
H -0.38 -1.77 -0.09 0.11
C -2.01 0.29 0.30 -0.20
H 0.11 -1.18 -1.69 0.11
C 1.31 -0.35 0.03 -0.17
H -0.78 1.05 -1.20 0.14
N -3.04 0.16 0.82 0.14
H 1.79 -1.00 0.77 0.10
C 0.48 0.82 0.60 -0.13
H 2.07 -0.03 -0.69 0.10
H 0.87 1.83 0.44 0.11
C 0.04 -0.92 -0.64 -0.13
C -0.70 0.41 -0.32 -0.30
H 0.24 0.70 1.66 0.11
```

Calculated values
- Kohn-Sham gap: 0.4464 Eh
- Total energy: -249.43859 hartree
- Structure (SMILES): N#CC1CCC1
- Net charge: 0
- Maximum force: 0.022 Eh/bohr
- HOMO level: -11.2 eV

=====

(13)
This record from the Open Molecules 2025 dataset describes a structure of composition C5H7N. The level of theory is the ωB97M-V functional and the def2-TZVPD basis.

The geometry in XYZ format:
```
13
Properties=species:S:1:pos:R:3:lowdin_charge:R:1
H -0.79 0.93 1.49 0.18
H -1.67 -0.90 -0.87 0.12
C 1.42 0.25 -0.30 -0.14
H 0.83 -1.89 -0.48 0.10
H 1.41 -1.44 1.19 0.09
N -1.98 1.38 1.45 0.15
C 0.05 0.07 0.26 -0.34
H 1.54 0.32 -1.38 0.10
C -1.19 0.07 -0.71 -0.07
C -1.64 0.78 0.45 -0.27
C 0.99 -1.09 0.25 -0.14
H 2.13 0.85 0.26 0.09
H -1.09 0.66 -1.62 0.12
```

Calculated values
- Kohn-Sham gap: 0.3254 Eh
- Total energy: -249.24733 hartree
- Net charge: 0
- Maximum force: 0.014 Eh/bohr
- HOMO level: -7.9 eV

=====

(14)
This record from the Open Molecules 2025 dataset describes a structure of composition C5H7N2 in a non-equilibrium geometry. The level of theory is the ωB97M-V functional and the def2-TZVPD basis.

The geometry in XYZ format:
```
14
Properties=species:S:1:pos:R:3:lowdin_charge:R:1
N -0.59 0.74 2.12 0.23
C -0.03 -1.09 -1.11 -0.08
H 1.69 -0.46 -2.28 0.09
C 0.96 -0.32 -1.58 0.00
C 1.11 0.98 -0.94 0.00
H -0.37 -1.86 -1.86 0.16
H -1.16 -0.05 2.30 0.12
C -0.80 -0.89 0.04 0.01
H -0.24 -1.27 0.88 0.11
N 0.47 1.38 0.12 0.16
H -1.92 -1.00 0.12 0.14
C -0.21 0.77 0.90 -0.25
H -0.32 1.36 2.90 0.17
H 1.41 1.72 -1.60 0.12
```

Calculated values
- Kohn-Sham gap: 0.3217 Eh
- Total energy: -303.86437 hartree
- Net charge: +1
- Maximum force: 0.128 Eh/bohr
- HOMO level: -14.1 eV

=====

(15)
This record from the Open Molecules 2025 dataset describes the ion C5H7N2 with charge +1 in a non-equilibrium geometry. The level of theory is the ωB97M-V functional and the def2-TZVPD basis.

The geometry in XYZ format:
```
14
Properties=species:S:1:pos:R:3:lowdin_charge:R:1
H -0.60 -0.92 2.19 0.11
N 0.11 -2.44 0.98 0.19
C 0.57 0.87 -1.97 0.00
H -0.51 1.94 0.09 0.13
H -0.37 1.16 1.78 0.12
H 0.15 -3.12 1.75 0.10
H -1.96 0.88 0.87 0.16
H 0.93 -1.35 -1.18 0.19
C 1.22 1.47 -2.80 0.12
N -0.27 -0.23 0.30 -0.13
C -0.80 1.04 0.75 0.00
C 0.27 -0.43 -0.85 0.12
H 1.58 2.40 -3.18 0.06
C -0.30 -1.28 1.28 -0.16
```

Calculated values
- Kohn-Sham gap: 0.3438 Eh
- Total energy: -303.79783 hartree
- Structure (SMILES): [H]/N=C/[N+](C)=C/C#C
- Net charge: +1
- Maximum force: 0.116 Eh/bohr
- HOMO level: -15.2 eV

=====

(16)
This record from the Open Molecules 2025 dataset describes a structure of composition C5H7N2 in a non-equilibrium geometry. The level of theory is the ωB97M-V functional and the def2-TZVPD basis.

The geometry in XYZ format:
```
14
Properties=species:S:1:pos:R:3:lowdin_charge:R:1
C 1.43 0.41 -0.27 -0.10
H -2.61 -0.85 1.37 0.13
C -0.78 0.41 -1.01 0.01
C 2.52 -0.13 0.33 0.08
N 0.06 0.22 0.03 -0.09
H 2.63 -0.83 1.10 0.06
H -2.88 -0.14 -1.12 0.10
C -1.88 -0.45 0.74 0.04
H 3.40 0.19 -0.17 0.06
H -0.57 1.01 -1.90 0.16
H 1.54 1.13 -1.40 0.23
N -0.56 -0.41 0.99 0.15
H -0.28 -0.58 1.87 0.15
C -2.02 0.03 -0.56 0.01
```

Calculated values
- Kohn-Sham gap: 0.3523 Eh
- Total energy: -303.88010 hartree
- Net charge: +1
- Maximum force: 0.094 Eh/bohr
- HOMO level: -14.0 eV

=====

(17)
This record from the Open Molecules 2025 dataset describes a cluster of 2 separate species, C5H7N2 in total in a non-equilibrium geometry. The level of theory is the ωB97M-V functional and the def2-TZVPD basis.

The geometry in XYZ format:
```
14
Properties=species:S:1:pos:R:3:lowdin_charge:R:1
H -1.22 -2.98 1.52 0.10
C -0.86 -2.24 0.76 0.06
H 0.76 1.40 1.47 0.13
N 0.68 1.05 0.59 0.13
C 0.42 1.22 -1.57 0.03
H 0.34 1.56 -2.63 0.15
H 1.67 2.48 -0.40 0.11
C 0.98 1.76 -0.44 -0.02
H -0.13 -0.14 2.47 0.27
C -0.49 -0.99 1.07 -0.12
H -0.92 -2.57 -0.27 0.07
C -0.28 0.12 -1.10 0.01
H -0.83 -0.68 -1.70 0.19
N -0.12 0.01 0.23 -0.11
```

Calculated values
- Kohn-Sham gap: 0.3524 Eh
- Total energy: -303.81750 hartree
- Net charge: +1
- Maximum force: 0.100 Eh/bohr
- HOMO level: -14.2 eV

=====

The records above give, respectively, relative energy (zero: lowest compared OMol25 entry of this formula, charge and spin) values of 62.4, 25.4, 37.5, 88.0, 101.5, 140.3, 42.2, 69.9, 17.3, 7.9, 115.1, 21.7, 141.8, 97.0, 138.8, 87.1, 126.4 kcal/mol.